Record 1
A cluster of 2 separate species, C5H10IN in total at a distorted geometry. Source: the OMol25 dataset; level of theory: wB97M-V/def2-TZVPD.

Calculated values
Energy above the lowest of the compared OMol25 structures with the same formula, charge and spin in kcal/mol: 10.8
Strongest force on any atom in eV/A: 5.60
DFT total energy in eV: -14932.573
HOMO (alpha / beta) in eV: -5.53 / -9.53
2S+1: 3
Expectation value of S²: 2.016
Molecular weight in g mol⁻¹: 211.05

```
17
Properties=species:S:1:pos:R:3:forces:R:3
C 1.559 1.288 -1.416 0.225 1.853 -3.436
C -0.787 0.234 1.788 0.234 -0.155 -0.358
C -1.469 -0.291 -0.627 0.284 0.006 -0.059
C -0.693 -0.661 0.596 -3.132 -0.385 1.028
C 1.368 -0.531 0.029 3.274 2.484 -2.020
N 1.456 0.751 -0.279 -0.161 -4.001 3.921
I 1.630 -2.099 -1.491 -0.283 0.423 0.519
H 1.512 2.362 -1.481 -0.137 0.209 -0.108
H 1.745 0.727 -2.329 0.149 -0.141 -0.016
H 0.002 0.023 2.506 0.086 0.045 0.196
H -0.734 1.281 1.496 0.039 0.078 0.047
H -1.745 0.066 2.289 -0.070 0.039 0.115
H -1.955 0.675 -0.502 -0.066 0.092 -0.021
H -0.828 -0.220 -1.508 -0.108 -0.044 -0.060
H -2.223 -1.046 -0.845 -0.131 -0.054 -0.077
H -0.680 -1.720 0.828 0.297 -0.119 -0.055
H 1.842 -0.839 0.946 -0.499 -0.332 0.383
```
Forces are in eV/Å.

***

Record 2
An isolated molecule of C5H10IO4P at a distorted geometry. Source: the OMol25 dataset; level of theory: wB97M-V/def2-TZVPD.

Calculated values
Energy above the lowest of the compared OMol25 structures with the same formula, charge and spin in kcal/mol: 0.0
SMILES string: C=CO[P@@](=O)(O)O[C@H](I)CC
Strongest force on any atom in eV/A: 3.49
DFT total energy in eV: -30927.187
HOMO in eV: -9.60
Molecular weight in g mol⁻¹: 292.01

```
21
Properties=species:S:1:pos:R:3:forces:R:3
C -2.366 1.560 0.697 0.441 0.667 -0.167
C -2.839 0.345 0.521 -0.553 0.271 0.628
O -2.067 -0.764 0.936 1.858 0.645 -2.012
P -1.065 -1.345 -0.222 -2.383 -2.345 -0.993
O -1.773 -2.432 -0.887 0.223 -0.655 -0.255
O -0.856 -0.168 -1.301 0.959 0.406 1.212
O 0.304 -1.988 0.376 -0.531 2.474 0.230
C 1.371 -1.131 0.802 1.666 -0.359 -0.138
I 0.855 0.200 2.449 0.118 -0.390 -0.150
C 2.135 -0.417 -0.377 -1.373 0.624 0.059
C 2.002 1.124 -0.435 0.708 -0.064 -0.929
H -3.021 2.419 0.850 0.161 -0.163 -0.941
H -1.285 1.704 0.631 -0.297 0.111 1.068
H -3.817 0.182 0.060 0.105 -0.648 0.904
H -0.532 -0.526 -2.142 -0.241 -0.110 0.251
H 2.113 -1.803 1.252 -0.634 0.097 0.097
H 3.194 -0.705 -0.385 -0.375 -0.023 0.182
H 1.666 -0.804 -1.298 0.399 -0.099 0.333
H 2.266 1.426 -1.468 -0.057 -0.053 0.417
H 0.982 1.493 -0.276 0.324 -0.214 0.191
H 2.733 1.628 0.215 -0.521 -0.170 0.014
```
Forces are in eV/Å.

***

Record 3
A structure of composition C5H10N at a distorted geometry. Source: the OMol25 dataset; level of theory: wB97M-V/def2-TZVPD.

Calculated values
Energy above the lowest of the compared OMol25 structures with the same formula, charge and spin in kcal/mol: 155.0
Strongest force on any atom in eV/A: 3.94
DFT total energy in eV: -6823.480
Charge: +1
HOMO (alpha / beta) in eV: -14.44 / -13.50
Molecular weight in g mol⁻¹: 84.14

```
16
Properties=species:S:1:pos:R:3:forces:R:3
C -1.884 -0.060 0.015 3.803 1.016 0.044
C -0.938 0.333 0.974 -1.268 -0.635 0.000
C -0.875 -0.163 -0.953 0.263 -0.458 1.941
C 1.195 -0.843 0.425 1.598 -0.461 -2.192
C 0.868 1.432 -0.216 -0.469 -1.985 -0.759
N 0.209 0.163 0.084 -1.151 -0.750 -1.143
H -2.902 -0.080 -0.096 -2.295 -0.142 0.145
H -0.838 0.798 1.940 -0.266 -0.184 0.190
H -1.525 -2.949 -0.858 0.045 0.010 -0.050
H -0.685 -0.043 -1.982 -0.033 -0.216 -1.025
H 1.865 -1.163 -0.409 -0.554 1.148 -0.109
H 1.863 -0.497 1.156 0.473 0.464 1.405
H 0.787 -1.767 0.592 -1.578 -2.001 1.351
H 1.195 1.728 0.709 1.575 1.261 2.007
H 1.630 1.104 -0.906 0.319 1.187 -0.529
H 0.036 2.007 -0.475 -0.460 1.743 -1.276
```
Forces are in eV/Å.

***

Record 4
A cluster of 2 separate species, C5H10N in total at a distorted geometry. Source: the OMol25 dataset; level of theory: wB97M-V/def2-TZVPD.

Calculated values
Energy above the lowest of the compared OMol25 structures with the same formula, charge and spin in kcal/mol: 74.7
Strongest force on any atom in eV/A: 4.23
DFT total energy in eV: -6826.965
Charge: +1
HOMO in eV: -14.87
Molecular weight in g mol⁻¹: 84.14

```
16
Properties=species:S:1:pos:R:3:forces:R:3
C 3.435 0.401 -0.177 -0.343 -1.150 -0.013
C -2.487 0.812 -0.077 2.458 0.790 -0.714
C 3.391 -0.735 0.180 0.544 -1.451 1.450
C -1.507 0.218 0.919 -3.792 -0.955 1.603
C -0.368 -0.402 0.813 1.021 1.221 -1.439
N 0.327 -0.400 -0.514 0.038 1.762 0.599
H 3.393 1.240 -0.749 0.137 2.183 -0.921
H -3.107 1.660 0.335 1.182 -0.668 -0.550
H -1.818 1.047 -0.999 -1.964 0.261 1.090
H -3.184 0.042 -0.326 -0.478 -0.601 -0.430
H 3.545 -1.666 0.720 -0.244 0.447 -0.517
H -2.042 -0.077 1.859 0.914 1.016 -0.252
H 0.259 -0.627 1.623 0.521 -0.991 0.905
H 0.053 -1.263 -0.966 0.058 0.077 -0.840
H 1.366 -0.332 -0.426 -0.245 -0.351 0.095
H 0.034 0.497 -0.988 0.193 -1.590 -0.066
```
Forces are in eV/Å.

***

Record 5
A structure of composition C5H10N at a distorted geometry. Source: the OMol25 dataset; level of theory: wB97M-V/def2-TZVPD.

Calculated values
Energy above the lowest of the compared OMol25 structures with the same formula, charge and spin in kcal/mol: 94.3
Strongest force on any atom in eV/A: 4.99
DFT total energy in eV: -6826.111
Charge: +1
HOMO in eV: -14.54
Molecular weight in g mol⁻¹: 84.14

```
16
Properties=species:S:1:pos:R:3:forces:R:3
C -2.076 0.586 -0.525 -0.910 -0.957 1.935
C -2.311 -0.317 0.438 2.822 2.093 -2.289
C -1.079 0.477 0.546 0.300 3.867 3.148
C 0.539 -1.360 -0.400 1.289 0.168 0.691
C 1.310 0.951 -0.173 0.803 0.104 -0.440
N 0.325 -0.031 0.407 1.247 -3.013 0.907
H -2.525 1.200 -1.308 0.452 -0.460 0.134
H -2.498 -1.217 0.909 -1.658 -1.363 0.649
H -0.879 1.420 1.580 -0.888 -2.785 -3.266
H 0.843 -1.151 -1.423 -0.283 0.183 0.065
H 1.366 -1.966 0.076 -0.797 1.014 -0.346
H -0.327 -1.973 -0.368 -0.914 -0.220 0.000
H 2.331 0.479 -0.086 -1.091 0.835 0.028
H 1.065 1.044 -1.247 0.055 -0.305 0.494
H 1.261 2.003 0.189 -0.079 -1.091 0.532
H 0.578 -0.441 1.404 -0.348 1.930 -2.240
```
Forces are in eV/Å.

***

Record 6
The ion C5H10N with charge +1 at a distorted geometry. Source: the OMol25 dataset; level of theory: wB97M-V/def2-TZVPD.

Calculated values
Energy above the lowest of the compared OMol25 structures with the same formula, charge and spin in kcal/mol: 63.4
SMILES string: C=C[N+]1(C)CC1
Strongest force on any atom in eV/A: 4.08
DFT total energy in eV: -6827.452
Charge: +1
HOMO in eV: -15.13
Molecular weight in g mol⁻¹: 84.14

```
16
Properties=species:S:1:pos:R:3:forces:R:3
C -2.128 0.463 0.354 -1.944 -0.370 0.112
C -1.236 0.173 -0.567 -0.862 0.195 -1.550
C 0.709 0.806 0.692 0.432 1.709 1.971
C 1.397 0.987 -0.638 0.155 -2.680 3.072
C 0.512 -1.505 0.065 -0.632 -0.082 -1.657
N 0.168 -0.086 -0.289 0.496 0.761 -0.478
H -3.182 0.531 -0.027 1.190 0.118 0.442
H -2.070 0.505 1.440 0.546 0.144 -0.237
H -1.644 0.127 -1.597 1.148 -0.249 0.514
H 1.023 0.330 1.669 0.660 0.419 -1.639
H 0.099 1.642 0.994 -0.538 0.001 -0.345
H 1.369 1.864 -1.260 -1.043 -0.041 -0.253
H 2.363 0.480 -0.586 -0.415 -0.301 -0.863
H 1.466 -1.499 0.484 1.664 0.073 0.676
H -0.185 -1.835 0.818 -0.421 -0.081 0.037
H 0.552 -2.170 -0.809 -0.436 0.384 0.199
```
Forces are in eV/Å.

***

Record 7
The ion C5H10N with charge +1 at a distorted geometry. Source: the OMol25 dataset; level of theory: wB97M-V/def2-TZVPD.

Calculated values
Energy above the lowest of the compared OMol25 structures with the same formula, charge and spin in kcal/mol: 75.0
Strongest force on any atom in eV/A: 3.72
DFT total energy in eV: -6826.950
Charge: +1
HOMO in eV: -14.00
Molecular weight in g mol⁻¹: 84.14

```
16
Properties=species:S:1:pos:R:3:forces:R:3
C 1.920 -0.004 -1.992 1.172 -0.013 0.237
C 0.445 0.832 -0.325 2.083 -2.384 -0.951
C -0.574 0.006 0.427 1.908 0.768 1.774
C -1.148 -1.316 0.166 0.586 0.654 -3.613
C -0.892 0.578 1.791 2.878 -0.353 -1.703
N 0.835 0.562 -1.717 -1.716 -0.957 1.509
H 2.845 -0.299 -1.370 -1.667 0.426 -0.417
H 1.942 -0.136 -3.042 1.042 -0.497 -1.066
H 0.020 1.771 -0.423 -0.956 2.388 0.647
H 1.440 0.913 0.230 -1.512 -0.051 0.389
H -2.052 -1.562 0.668 -0.484 -0.058 0.812
H -0.354 -2.057 0.339 0.166 0.078 0.376
H -1.296 -1.472 -0.960 0.146 0.329 1.304
H -1.700 1.170 1.595 -2.817 1.938 -0.526
H -0.173 1.256 2.316 -0.254 -0.928 -0.698
H -1.259 -0.244 2.296 -0.574 -1.341 1.925
```
Forces are in eV/Å.

***

Record 8
A structure of composition C5H10N at a distorted geometry. Source: the OMol25 dataset; level of theory: wB97M-V/def2-TZVPD.

Calculated values
Energy above the lowest of the compared OMol25 structures with the same formula, charge and spin in kcal/mol: 90.0
Strongest force on any atom in eV/A: 4.27
DFT total energy in eV: -6826.298
Charge: +1
HOMO in eV: -14.61
Molecular weight in g mol⁻¹: 84.14

```
16
Properties=species:S:1:pos:R:3:forces:R:3
C 1.520 -0.250 1.777 -1.963 -1.508 -2.180
C 0.526 -0.759 1.208 2.924 0.941 2.959
C -0.231 0.969 0.621 -2.140 1.085 1.524
C -0.519 -1.701 0.931 -2.437 -1.065 -2.109
C 0.029 0.788 -1.801 -1.263 1.380 -0.997
N -0.734 0.635 -0.544 1.285 0.508 -1.393
H 2.516 0.139 1.906 -0.306 0.186 0.271
H -1.055 1.018 1.405 1.559 -0.377 -0.543
H 0.536 1.705 0.747 0.232 0.330 -0.433
H -0.486 -1.962 -0.187 -0.269 0.843 1.157
H -1.609 -1.314 1.195 2.321 -0.949 -0.320
H -0.347 -2.725 1.256 0.042 0.292 1.015
H -0.186 0.064 -2.591 -0.994 0.226 0.300
H -0.016 1.852 -2.212 -0.291 -1.509 0.646
H 1.027 0.563 -1.655 2.332 -0.169 0.881
H -1.343 -0.143 -0.429 -1.032 -0.212 -0.779
```
Forces are in eV/Å.

***

Record 9
An isolated molecule of C5H10N2 at a distorted geometry. Source: the OMol25 dataset; level of theory: wB97M-V/def2-TZVPD.

Calculated values
Energy above the lowest of the compared OMol25 structures with the same formula, charge and spin in kcal/mol: 78.3
SMILES string: C[C@H]1N[C@H]1[C@H]1CN1
Strongest force on any atom in eV/A: 2.46
DFT total energy in eV: -8323.939
HOMO in eV: -8.91
Molecular weight in g mol⁻¹: 98.15

```
17
Properties=species:S:1:pos:R:3:forces:R:3
C -0.275 1.402 -1.325 -0.043 -0.039 -0.062
C -0.173 -0.106 -1.499 -0.693 0.084 -0.436
N 0.963 -0.876 -1.026 -0.894 -0.234 -1.282
C -0.249 -0.955 -0.303 -0.531 0.066 0.274
C -0.530 -0.267 0.994 -0.160 -0.027 0.036
C 0.126 -0.707 2.234 0.025 -0.261 0.271
N 0.475 0.575 1.618 0.215 0.093 -0.017
H 0.007 1.936 -2.238 -0.034 -0.104 0.097
H 0.323 1.794 -0.494 -0.072 -0.223 -0.225
H -1.322 1.642 -1.098 0.165 0.109 -0.127
H -0.553 -0.496 -2.434 -0.480 0.091 -0.094
H 1.740 -0.461 -1.441 2.163 0.390 1.108
H -0.763 -1.911 -0.430 0.195 0.029 0.244
H -1.544 0.136 1.025 0.161 -0.111 0.143
H -0.409 -0.649 3.178 0.146 0.029 -0.079
H 0.844 -1.519 2.146 -0.098 0.065 0.061
H 1.341 0.460 1.092 -0.063 0.044 0.089
```
Forces are in eV/Å.

***

Record 10
An isolated molecule of C5H10N2 at a distorted geometry. Source: the OMol25 dataset; level of theory: wB97M-V/def2-TZVPD.

Calculated values
Energy above the lowest of the compared OMol25 structures with the same formula, charge and spin in kcal/mol: 55.1
SMILES string: C[C@H]1N[C@H]1[C@H]1CN1
Strongest force on any atom in eV/A: 1.45
DFT total energy in eV: -8324.946
HOMO in eV: -9.44
Molecular weight in g mol⁻¹: 98.15

```
17
Properties=species:S:1:pos:R:3:forces:R:3
C 2.092 0.023 0.095 0.025 0.046 0.073
C 1.130 -1.070 -0.291 0.222 0.048 -0.129
N 0.036 -1.475 0.592 -0.022 0.032 0.257
C -0.269 -0.739 -0.641 -0.031 0.197 -0.029
C -0.818 0.677 -0.553 0.294 0.100 0.323
C -2.199 0.790 -0.031 -0.266 -0.016 0.032
N -1.100 1.389 0.705 0.228 -0.191 0.482
H 2.783 -0.322 0.870 -0.035 0.052 -0.078
H 1.566 0.909 0.466 0.082 -0.134 -0.016
H 2.683 0.324 -0.777 -0.063 -0.031 0.136
H 1.592 -1.924 -0.787 -0.104 0.177 0.006
H -0.009 -0.850 1.396 0.066 -0.094 -0.073
H -0.755 -1.388 -1.376 0.012 0.434 0.130
H -0.383 1.492 -1.112 -0.199 -0.594 -1.306
H -2.953 1.439 -0.470 0.237 0.088 0.180
H -2.587 -0.132 0.400 -0.061 0.050 -0.289
H -0.810 0.857 1.513 -0.384 -0.163 0.303
```
Forces are in eV/Å.

***

Record 11
A structure of composition C5H10N2 at a distorted geometry. Source: the OMol25 dataset; level of theory: wB97M-V/def2-TZVPD.

Calculated values
Energy above the lowest of the compared OMol25 structures with the same formula, charge and spin in kcal/mol: 85.9
Strongest force on any atom in eV/A: 4.54
DFT total energy in eV: -8323.606
HOMO in eV: -7.84
Molecular weight in g mol⁻¹: 98.15

```
17
Properties=species:S:1:pos:R:3:forces:R:3
C 1.727 1.075 0.403 -2.190 2.211 -0.234
C -2.376 0.579 -0.142 -0.563 -0.258 -0.557
C -0.118 -0.598 0.000 0.303 -0.307 -1.748
C 1.341 -0.322 0.235 0.147 -0.606 -1.971
N -0.406 -1.946 -0.067 -0.229 -0.237 0.940
C -0.941 0.375 -0.423 2.315 3.561 0.375
N 2.127 -1.321 0.026 -0.454 0.217 1.037
H -1.215 -2.226 -0.598 0.150 0.125 -0.020
H 0.440 -2.486 -0.220 -0.182 -0.028 0.171
H 3.092 -1.147 0.294 0.045 0.313 -0.263
H -0.210 1.466 -0.738 -3.217 -3.077 0.840
H 1.193 1.562 1.209 0.194 -0.311 0.915
H 2.797 1.201 0.542 -0.062 0.503 -0.721
H 0.820 1.875 -0.369 3.790 -2.093 1.366
H -2.909 0.972 -1.010 -0.134 -0.035 0.071
H -2.508 1.291 0.678 0.085 -0.003 -0.097
H -2.854 -0.351 0.181 0.002 0.025 -0.104
```
Forces are in eV/Å.

***

Record 12
A cluster of 2 separate species, C5H10N2 in total at a distorted geometry. Source: the OMol25 dataset; level of theory: wB97M-V/def2-TZVPD.

Calculated values
Energy above the lowest of the compared OMol25 structures with the same formula, charge and spin in kcal/mol: 130.4
Strongest force on any atom in eV/A: 4.01
DFT total energy in eV: -8321.680
HOMO in eV: -8.93
Molecular weight in g mol⁻¹: 98.15

```
17
Properties=species:S:1:pos:R:3:forces:R:3
C -1.985 -0.272 0.146 0.070 0.024 -0.001
C -1.146 -0.312 -1.111 -0.073 -0.265 -0.051
N -0.467 0.868 -1.627 0.198 0.226 0.144
C 0.344 -0.232 -1.089 0.211 -0.299 0.019
C 1.010 -0.175 0.243 -0.983 -2.297 0.968
C 2.298 0.174 0.989 -0.536 -0.654 -0.133
N 1.081 0.936 1.029 -0.191 0.024 -0.121
H -2.937 0.239 -0.043 0.155 -0.085 0.002
H -1.481 0.238 0.973 -0.051 -0.053 -0.160
H -2.210 -1.290 0.481 0.035 0.134 -0.046
H -1.574 -0.927 -1.900 0.004 0.099 0.063
H -0.512 1.632 -0.955 0.076 -0.109 -0.003
H 0.898 -0.790 -1.838 -0.085 0.037 -0.004
H 0.982 -1.421 0.983 -1.703 2.381 -2.190
H 2.127 -0.937 1.484 2.660 2.944 0.550
H 3.106 0.821 0.585 -0.059 -1.277 0.401
H 0.467 1.449 1.649 0.271 -0.831 0.562
```
Forces are in eV/Å.

***

The highest molecular weight belongs to which entry? C5H10IO4P